Molecular formula: C3H6O3
Method: DFT, wB97M-V/def2-TZVPD

Positions of all 12 atoms, in Å:
O 1.60347 0.56994 -0.84549
C 0.54901 0.08805 0.76817
C -0.71736 0.16431 0.06271
O -0.90694 1.20059 -0.66439
C -1.29661 -1.19923 -0.32828
O -2.01583 -1.37391 -1.27074
H 2.23313 1.27713 -0.64463
H 0.87113 0.99341 1.26853
H 0.96105 -0.85584 1.12271
H -1.01678 0.12998 1.27981
H 0.73824 1.03765 -1.10613
H -1.00252 -2.03208 0.35773

energy above the lowest of the compared OMol25 structures with the same formula, charge and spin = 108.4 kcal/mol
largest force on an atom = 0.58 eV/A
HOMO = -9.23 eV
calculated total energy = -343.481817 a.u.
Kohn-Sham gap = 9.00 eV
total charge = 0

Atom charges from the natural (NBO) analysis, given in e for atoms 1 to 6: number 1, O, carries -0.852; number 2, C, carries -0.093; number 3, C, carries 0.035; number 4, O, carries -0.753; number 5, C, carries 0.393; number 6, O, carries -0.467



Molecular formula: C3H6O3
Method: DFT, wB97M-V/def2-TZVPD

Positions of all 12 atoms, in Å:
O -0.90518 1.39188 0.32675
C -0.96128 -1.04138 0.15677
C 0.34560 -1.16822 -0.05260
O 0.87470 -1.14513 -1.31564
C 0.42430 1.17373 0.36594
O 1.16812 1.37748 -0.56734
H -1.11943 1.55724 -0.60500
H -1.63165 -0.87655 -0.68280
H -1.40466 -1.02085 1.14804
H 1.02868 -1.38111 0.77292
H 1.27195 -0.26828 -1.47111
H 0.75346 0.94700 1.38637

energy above the lowest of the compared OMol25 structures with the same formula, charge and spin = 50.5 kcal/mol
largest force on an atom = 1.30 eV/A
HOMO = -9.52 eV
calculated total energy = -343.574095 a.u.
Kohn-Sham gap = 10.26 eV
total charge = 0

Atom charges from the natural (NBO) analysis, given in e for atoms 1 to 6: number 1, O, carries -0.683; number 2, C, carries -0.397; number 3, C, carries 0.071; number 4, O, carries -0.727; number 5, C, carries 0.659; number 6, O, carries -0.633



Molecular formula: C3H6O3
Method: DFT, wB97M-V/def2-TZVPD

Positions of all 12 atoms, in Å:
C -0.56311 0.27250 0.72453
C 0.82363 0.45117 0.88977
C -0.37033 -0.74203 -0.73140
O -1.29831 1.38806 0.35167
O 1.13097 -0.19712 -0.96434
O -1.17377 -0.44718 -1.60282
H -1.65265 1.18425 -0.53698
H 1.70732 -0.88791 -1.32712
H -1.06529 -0.38108 1.43973
H 1.28739 1.40258 0.67438
H 1.40282 -0.27288 1.44749
H -0.22869 -1.77038 -0.36490

energy above the lowest of the compared OMol25 structures with the same formula, charge and spin = 94.7 kcal/mol
largest force on an atom = 0.46 eV/A
HOMO = -9.22 eV
calculated total energy = -343.503710 a.u.
Kohn-Sham gap = 8.85 eV
total charge = 0

Atom charges from the natural (NBO) analysis, given in e for atoms 1 to 6: number 1, C, carries -0.091; number 2, C, carries -0.004; number 3, C, carries 0.495; number 4, O, carries -0.710; number 5, O, carries -0.771; number 6, O, carries -0.654



Molecular formula: C3H6O3
Method: DFT, wB97M-V/def2-TZVPD

Positions of all 12 atoms, in Å:
O 0.69390 -1.60263 0.47201
C 0.53154 -0.35956 1.09878
C -0.73272 0.31749 0.69790
O 0.02214 1.25660 -0.59929
C 0.16858 0.65619 -1.78157
O 0.31684 -0.50630 -2.09870
H 0.49185 -1.54171 -0.48120
H 1.37895 0.33904 0.97946
H 0.48847 -0.51524 2.17371
H -1.11067 1.02328 1.46360
H -1.53564 -0.45900 0.52113
H -0.71324 1.39184 -2.44582

energy above the lowest of the compared OMol25 structures with the same formula, charge and spin = 89.1 kcal/mol
largest force on an atom = 6.23 eV/A
HOMO = -10.34 eV
calculated total energy = -343.512558 a.u.
Kohn-Sham gap = 10.07 eV
total charge = 0

Atom charges from the natural (NBO) analysis, given in e for atoms 1 to 6: number 1, O, carries -0.730; number 2, C, carries -0.118; number 3, C, carries -0.055; number 4, O, carries -0.593; number 5, C, carries 0.674; number 6, O, carries -0.590



Molecular formula: C3H6O3
Method: DFT, wB97M-V/def2-TZVPD

Positions of all 12 atoms, in Å:
C 2.09200 -0.26279 0.20252
O 0.71314 -0.35766 0.58154
C -0.15864 0.05859 -0.33402
O 0.10714 0.43245 -1.44737
C -1.55695 0.06382 0.29886
O -1.95578 1.20190 0.83427
H 2.29474 -0.90770 -0.65597
H 2.34192 0.76969 -0.05202
H 2.65512 -0.59283 1.07449
H -2.26642 -0.15263 -0.89427
H -1.81983 -0.89630 0.78338
H -2.44643 0.64346 -0.39143

energy above the lowest of the compared OMol25 structures with the same formula, charge and spin = 117.0 kcal/mol
largest force on an atom = 0.49 eV/A
HOMO = -9.68 eV
calculated total energy = -343.468048 a.u.
Kohn-Sham gap = 10.16 eV
total charge = 0

Atom charges from the natural (NBO) analysis, given in e for atoms 1 to 6: number 1, C, carries -0.264; number 2, O, carries -0.487; number 3, C, carries 0.736; number 4, O, carries -0.572; number 5, C, carries 0.033; number 6, O, carries -0.753



Molecular formula: C3H6O3
Method: DFT, wB97M-V/def2-TZVPD

Positions of all 12 atoms, in Å:
C 1.12536 -0.69590 -0.23633
C -0.04644 0.08214 0.42011
C -1.36210 -0.64888 0.22306
H 2.36699 0.38432 0.84661
H 0.93482 -0.66104 -1.32098
H 1.12786 -1.73120 0.11154
H 0.20082 0.14587 1.51443
H -0.98053 1.61337 -0.43746
H -1.40037 -1.73633 0.44437
O 2.36651 -0.06402 -0.13817
O -0.09294 1.38965 -0.03871
O -2.34238 -0.13052 -0.27307

energy above the lowest of the compared OMol25 structures with the same formula, charge and spin = 44.8 kcal/mol
largest force on an atom = 4.93 eV/A
HOMO = -10.40 eV
calculated total energy = -343.583105 a.u.
Kohn-Sham gap = 11.00 eV
total charge = 0

Atom charges from the natural (NBO) analysis, given in e for atoms 1 to 6: number 1, C, carries -0.071; number 2, C, carries -0.032; number 3, C, carries 0.416; number 4, H, carries 0.459; number 5, H, carries 0.184; number 6, H, carries 0.161



Molecular formula: C3H6O3
Method: DFT, wB97M-V/def2-TZVPD

Positions of all 12 atoms, in Å:
C 0.50500 1.01224 -0.61978
C -0.70337 -0.87288 -0.55411
C 0.29928 -0.23791 1.18672
H -0.36159 1.60456 -0.39837
H 1.25433 1.64658 -1.24341
H -1.45763 -0.34899 -0.22844
H -0.77784 -1.72001 -1.35392
H 0.65164 -0.61295 2.22906
H -0.72254 0.32376 1.28101
O 0.00223 -0.13000 -1.26266
O 0.14277 -1.38179 0.44502
O 1.16771 0.71740 0.51889

energy above the lowest of the compared OMol25 structures with the same formula, charge and spin = 91.2 kcal/mol
largest force on an atom = 10.57 eV/A
HOMO = -10.54 eV
calculated total energy = -343.509219 a.u.
Kohn-Sham gap = 11.53 eV
total charge = 0

Atom charges from the natural (NBO) analysis, given in e for atoms 1 to 6: number 1, C, carries 0.204; number 2, C, carries 0.217; number 3, C, carries 0.173; number 4, H, carries 0.125; number 5, H, carries 0.193; number 6, H, carries 0.136



Molecular formula: C3H6O3
Method: DFT, wB97M-V/def2-TZVPD

Positions of all 12 atoms, in Å:
C -0.87036 0.21712 -1.69717
C -0.72611 -1.04083 -1.35697
O 0.03155 -1.41577 -0.19853
H -1.54948 0.54934 -2.47161
H -0.37445 1.03690 -1.19474
H -0.99746 -1.96696 -1.84546
H 0.83102 -1.85769 -0.51460
O 1.17244 2.16581 2.65214
C 0.76158 1.12152 2.21632
O 0.86209 0.84926 0.92022
H 0.26673 0.39805 2.87507
H 0.59245 -0.05676 0.61534

energy above the lowest of the compared OMol25 structures with the same formula, charge and spin = 39.5 kcal/mol
largest force on an atom = 1.75 eV/A
HOMO = -10.20 eV
calculated total energy = -343.591610 a.u.
Kohn-Sham gap = 10.65 eV
total charge = 0

Atom charges from the natural (NBO) analysis, given in e for atoms 1 to 6: number 1, C, carries -0.443; number 2, C, carries 0.104; number 3, O, carries -0.742; number 4, H, carries 0.219; number 5, H, carries 0.234; number 6, H, carries 0.186



Molecular formula: C3H6O3S
Method: DFT, wB97M-V/def2-TZVPD

Positions of all 13 atoms, in Å:
O -1.24188 -0.70648 -0.99628
C -0.05801 -0.70871 -1.42239
O 0.28841 -0.66707 -2.63765
C 1.05473 -0.84211 -0.36546
C 0.92267 0.20698 0.74632
S 2.19396 0.30473 2.05740
H 2.05314 -0.82359 -0.80015
H 1.01212 -1.83424 0.10368
H 0.85333 1.19301 0.26934
H -0.04216 0.03947 1.22568
H -2.65230 1.13187 -0.11814
H -1.74367 1.47224 1.09807
O -2.64035 1.23391 0.83959

energy above the lowest of the compared OMol25 structures with the same formula, charge and spin = 13.0 kcal/mol
largest force on an atom = 1.09 eV/A
HOMO = 0.60 eV
calculated total energy = -741.814702 a.u.
Kohn-Sham gap = 5.57 eV
total charge = -2

Atom charges from the natural (NBO) analysis, given in e for atoms 1 to 6: number 1, O, carries -0.828; number 2, C, carries 0.761; number 3, O, carries -0.821; number 4, C, carries -0.521; number 5, C, carries -0.507; number 6, S, carries -0.797



Molecular formula: C3H6O3S
Method: DFT, wB97M-V/def2-TZVPD

Positions of all 13 atoms, in Å:
O -1.42612 -0.82622 -1.11875
C -0.23637 -0.86825 -1.52780
O 0.10069 -1.16388 -2.71287
C 0.90320 -0.67572 -0.50272
C 0.89333 0.61663 0.30981
S 1.49395 0.44778 2.05861
H 1.81305 -0.74680 -1.09907
H 0.79154 -1.53129 0.17939
H 1.54605 1.36296 -0.16623
H -0.14309 0.95868 0.38397
H -2.98693 0.95815 0.14078
H -2.47450 1.11575 1.64365
O -2.77930 1.55126 0.85100

energy above the lowest of the compared OMol25 structures with the same formula, charge and spin = 18.6 kcal/mol
largest force on an atom = 1.94 eV/A
HOMO = 0.67 eV
calculated total energy = -741.805755 a.u.
Kohn-Sham gap = 5.60 eV
total charge = -2

Atom charges from the natural (NBO) analysis, given in e for atoms 1 to 6: number 1, O, carries -0.836; number 2, C, carries 0.766; number 3, O, carries -0.831; number 4, C, carries -0.530; number 5, C, carries -0.507; number 6, S, carries -0.823



The highest energy above the lowest of the compared OMol25 structures with the same formula, charge and spin belongs to which entry?
number 5



calculated total energy of number 3 (C3H6O3)?
-343.503710 a.u.